Entry 1:
This record from the Open Molecules 2025 dataset describes a molecular structure, C51H55N7Zr. The level of theory is ωB97M-V/def2-TZVPD.

Atoms and positions in Å:
Zr: -0.112 -0.209 0.156
C: -4.704 0.673 4.046
C: -3.461 1.560 4.148
C: -2.224 0.888 3.633
C: -1.097 0.470 4.370
C: -0.912 0.574 5.849
C: -1.774 -0.437 6.613
C: -0.200 -0.074 3.447
N: -0.740 -0.032 2.176
C: -1.958 0.545 2.318
C: -2.669 1.128 1.171
C: -2.428 1.099 -1.053
C: -2.817 1.876 -2.353
C: -3.965 2.786 -2.743
C: -5.241 2.022 -3.124
C: -1.983 1.473 -3.323
C: -1.066 0.481 -2.777
C: -0.037 -0.089 -3.482
C: 0.890 -0.930 -2.908
N: 1.068 -1.153 -1.560
C: 2.129 -2.091 -1.527
C: 2.724 -2.587 -0.448
C: 2.492 -2.229 0.912
N: 1.533 -1.373 1.354
C: 1.785 -1.313 2.749
C: 1.021 -0.692 3.688
C: 2.911 -2.112 3.095
C: 3.337 -2.713 1.936
C: 4.448 -3.706 1.762
C: 3.941 -5.146 1.617
C: 3.455 -2.305 4.474
C: 2.701 -3.389 5.258
C: 2.557 -2.437 -2.883
C: 1.822 -1.697 -3.726
C: 1.845 -1.671 -5.221
C: 0.737 -2.530 -5.841
C: 3.596 -3.461 -3.205
C: 3.049 -4.893 -3.111
N: -1.364 0.213 -1.507
C: -1.895 1.877 -4.765
C: -2.564 0.875 -5.717
H: -5.581 1.175 4.453
H: -4.562 -0.262 4.591
H: -4.915 0.417 3.003
H: -3.299 1.856 5.186
H: -3.636 2.493 3.601
H: -1.169 1.588 6.167
H: 0.138 0.438 6.108
H: -2.836 -0.273 6.426
H: -1.605 -0.351 7.686
H: -1.536 -1.459 6.311
H: -3.273 1.874 1.658
H: -3.634 3.333 -3.624
H: -4.194 3.548 -2.011
H: -5.013 1.204 -3.807
H: -5.944 2.692 -3.619
H: -5.747 1.598 -2.257
H: 0.029 0.093 -4.543
H: 3.522 -3.294 -0.618
H: 1.376 -0.726 4.710
H: 5.117 -3.641 2.620
H: 5.058 -3.442 0.896
H: 3.422 -5.469 2.520
H: 4.766 -5.835 1.437
H: 3.238 -5.234 0.784
H: 3.426 -1.361 5.021
H: 4.507 -2.579 4.404
H: 1.659 -3.108 5.423
H: 3.167 -3.555 6.228
H: 2.707 -4.336 4.715
H: 2.818 -2.019 -5.567
H: 1.756 -0.640 -5.573
H: 0.843 -3.574 -5.542
H: 0.777 -2.485 -6.929
H: -0.253 -2.194 -5.525
H: 4.451 -3.346 -2.536
H: 3.971 -3.279 -4.212
H: 2.632 -5.095 -2.122
H: 3.839 -5.618 -3.301
H: 2.258 -5.053 -3.845
H: -0.839 1.973 -5.023
H: -2.319 2.868 -4.909
H: -2.302 -0.154 -5.461
H: -2.249 1.055 -6.744
H: -3.649 0.962 -5.682
C: -3.245 -3.654 0.004
C: -4.486 -3.110 -0.268
C: -4.635 -1.727 -0.275
C: -3.540 -0.933 -0.016
N: -2.315 -1.468 0.243
C: -2.189 -2.797 0.255
C: -3.499 0.560 -0.014
C: -4.606 1.616 -0.032
C: -4.309 2.928 0.101
C: -2.988 3.678 0.202
C: -1.765 3.121 0.219
N: -1.759 1.707 0.161
C: -0.366 3.608 0.347
C: -0.035 4.943 0.491
C: 1.292 5.302 0.657
C: 2.257 4.311 0.676
C: 1.852 2.996 0.516
N: 0.577 2.631 0.352
H: -3.091 -4.724 0.029
H: -5.335 -3.752 -0.466
H: -5.597 -1.270 -0.468
H: -1.206 -3.191 0.490
H: -5.647 1.324 -0.106
H: -5.163 3.595 0.098
H: -3.081 4.757 0.251
H: -0.815 5.693 0.479
H: 1.567 6.342 0.776
H: 3.304 4.543 0.811
H: 2.587 2.201 0.517

HOMO energy: -0.436 Ha
F_max: 0.65 eV/Å
Charge: +2

Atomic partial charges in e from the Löwdin method, atoms 1 to 99: 2.00, -0.07, -0.17, -0.11, -0.10, -0.18, -0.07, -0.23, -0.08, -0.19, -0.17, -0.23, -0.01, -0.17, -0.05, -0.11, -0.21, 0.03, -0.19, -0.02, -0.21, 0.05, -0.21, -0.01, -0.23, 0.10, -0.11, -0.12, -0.18, -0.07, -0.17, -0.06, -0.11, -0.12, -0.17, -0.06, -0.17, -0.06, -0.06, -0.17, -0.06, 0.08, 0.08, 0.07, 0.11, 0.11, 0.12, 0.11, 0.07, 0.08, 0.08, 0.11, 0.11, 0.08, 0.07, 0.09, 0.06, 0.11, 0.11, 0.12, 0.11, 0.11, 0.07, 0.08, 0.07, 0.11, 0.11, 0.07, 0.08, 0.07, 0.11, 0.11, 0.07, 0.08, 0.07, 0.12, 0.11, 0.07, 0.08, 0.07, 0.12, 0.11, 0.07, 0.08, 0.07, -0.02, -0.01, 0.03, -0.17, 0.04, -0.09, -0.16, 0.00, -0.06, 0.04, -0.14, -0.04, -0.18, 0.01

Entry 2:
This record from the Open Molecules 2025 dataset describes a molecular structure, C51H56BrF5N4O3PS2Sc. The level of theory is ωB97M-V/def2-TZVPD.

Atoms and positions in Å:
Sc: -0.275 0.144 0.718
F: -2.732 4.273 5.935
C: -1.958 3.925 4.903
C: -2.254 2.806 4.154
F: -3.331 2.068 4.464
C: -1.431 2.469 3.101
F: -1.752 1.343 2.389
C: -0.313 3.186 2.720
S: 0.652 2.744 1.344
C: -0.053 4.305 3.504
F: 1.004 5.074 3.227
C: -0.851 4.675 4.569
F: -0.558 5.765 5.284
C: 0.731 5.404 -5.435
C: -0.508 5.004 -4.633
C: -1.039 6.253 -3.917
C: -1.576 4.494 -5.611
C: -0.199 3.904 -3.611
C: -1.178 3.489 -2.716
C: -0.880 2.473 -1.838
Br: -2.203 1.979 -0.572
C: 0.341 1.800 -1.772
O: 0.495 0.807 -0.883
C: 1.347 2.234 -2.642
C: 1.036 3.267 -3.533
C: 2.744 1.595 -2.621
C: 3.310 1.652 -1.194
C: 2.631 0.132 -3.060
C: 3.732 2.297 -3.557
H: 0.467 6.206 -6.130
H: 1.122 4.571 -6.026
H: 1.531 5.772 -4.787
H: -1.221 7.052 -4.644
H: -0.318 6.617 -3.180
H: -1.981 6.059 -3.399
H: -1.820 5.265 -6.349
H: -2.497 4.225 -5.087
H: -1.222 3.608 -6.145
H: -2.160 3.948 -2.690
H: 1.813 3.591 -4.207
H: 2.712 1.046 -0.515
H: 3.320 2.677 -0.812
H: 4.334 1.264 -1.184
H: 1.921 -0.407 -2.437
H: 3.607 -0.362 -2.986
H: 2.295 0.067 -4.101
H: 3.883 3.346 -3.289
H: 3.418 2.247 -4.603
H: 4.698 1.792 -3.480
C: 7.277 1.182 2.801
C: 5.897 0.593 2.645
C: 4.833 1.363 2.187
C: 3.561 0.826 2.055
C: 3.365 -0.509 2.384
C: 4.406 -1.297 2.875
C: 5.663 -0.739 2.993
S: 1.763 -1.179 2.238
O: 0.830 -0.059 2.525
O: 1.710 -2.307 3.123
N: 1.318 -1.455 0.744
C: 1.972 -2.365 -0.110
C: 3.049 -3.167 0.286
C: 3.617 -4.020 -0.639
C: 3.102 -4.081 -1.926
C: 2.012 -3.279 -2.208
N: 1.453 -2.446 -1.328
H: 7.338 2.171 2.348
H: 8.029 0.544 2.334
H: 7.542 1.278 3.856
H: 4.992 2.407 1.938
H: 2.726 1.446 1.739
H: 4.216 -2.313 3.196
H: 6.479 -1.341 3.381
H: 3.421 -3.141 1.297
H: 4.455 -4.642 -0.350
H: 3.520 -4.735 -2.679
H: 1.556 -3.297 -3.194
C: -1.696 -2.714 -0.722
C: -2.321 -3.613 -1.818
N: -3.135 -2.813 -2.731
C: -4.120 -2.082 -1.929
C: -3.425 -1.080 -0.972
N: -1.957 -1.285 -0.997
C: -1.473 -0.990 -2.368
C: -2.257 -1.845 -3.401
H: -0.620 -2.849 -0.674
H: -2.118 -2.952 0.248
H: -2.954 -4.383 -1.373
H: -1.547 -4.121 -2.397
H: -4.713 -2.809 -1.371
H: -4.798 -1.556 -2.604
H: -3.778 -1.185 0.050
H: -3.625 -0.064 -1.288
H: -0.403 -1.189 -2.390
H: -1.616 0.073 -2.552
H: -1.570 -2.394 -4.047
H: -2.875 -1.215 -4.043
C: -1.540 -1.153 4.305
P: -1.824 -1.773 2.601
C: -3.653 -1.836 2.500
C: -4.318 -2.928 1.938
C: -5.694 -2.908 1.764
C: -6.432 -1.794 2.148
C: -5.782 -0.706 2.715
C: -4.401 -0.728 2.890
C: -1.442 -3.563 2.839
C: -0.493 -4.223 2.067
C: -0.209 -5.568 2.276
C: -0.869 -6.268 3.275
C: -1.813 -5.619 4.063
C: -2.097 -4.279 3.844
H: -1.638 -0.070 4.351
H: -0.521 -1.417 4.584
H: -2.243 -1.613 4.997
H: -3.762 -3.810 1.642
H: -6.192 -3.767 1.331
H: -7.506 -1.779 2.014
H: -6.345 0.165 3.025
H: -3.911 0.132 3.325
H: 0.045 -3.684 1.300
H: 0.535 -6.060 1.661
H: -0.648 -7.316 3.442
H: -2.332 -6.157 4.847
H: -2.850 -3.794 4.456

HOMO energy: -0.269 Ha
Energy relative to the best compared isomer or geometry (same formula, charge and spin): 64.4 kJ/mol
F_max: 1.09 eV/Å
Charge: 0

Atomic partial charges in e from the Löwdin method, atoms 1 to 99: 0.77, 0.12, -0.15, -0.14, 0.10, -0.23, -0.07, -0.52, 0.74, -0.23, 0.09, -0.14, 0.12, -0.07, -0.56, -0.05, -0.05, -0.16, -0.07, -0.53, 0.98, -0.38, -0.31, -0.07, 0.04, -0.52, -0.04, -0.04, -0.07, 0.08, 0.09, 0.09, 0.08, 0.09, 0.08, 0.08, 0.08, 0.09, 0.11, 0.08, 0.05, 0.10, 0.09, 0.04, 0.09, 0.09, 0.09, 0.08, 0.09, -0.05, -0.26, -0.02, -0.05, -0.27, -0.06, -0.03, 0.61, -0.45, -0.27, -0.16, -0.36, -0.01, -0.06, -0.07, -0.13, 0.09, 0.08, 0.08, 0.09, 0.12, 0.03, 0.11, 0.12, 0.08, 0.11, 0.10, 0.11, -0.17, -0.14, -0.15, -0.14, -0.17, -0.17, -0.15, -0.14, 0.07, 0.06, 0.12, 0.12, 0.11, 0.12, 0.09, 0.05, 0.09, 0.09, 0.11, 0.12, -0.22, 1.03

Entry 3:
This record from the Open Molecules 2025 dataset describes a molecular structure, C51H56IrN3O2P2Si. The level of theory is ωB97M-V/def2-TZVPD.

Atoms and positions in Å:
Ir: -0.589 0.188 0.842
C: 2.305 -1.945 0.956
C: 1.643 -2.926 1.919
P: -0.339 -3.591 1.367
C: -0.056 -5.311 1.882
C: 0.711 -5.627 3.009
C: 0.989 -6.944 3.334
C: 0.507 -7.979 2.545
C: -0.282 -7.685 1.442
C: -0.561 -6.369 1.113
C: -2.093 -3.848 0.728
C: -3.029 -4.506 1.525
C: -4.357 -4.553 1.135
C: -4.766 -3.945 -0.045
C: -3.838 -3.295 -0.844
C: -2.510 -3.235 -0.449
P: 1.275 -1.032 -0.287
C: 0.854 -2.298 -1.553
C: 0.232 -1.942 -2.748
C: -0.128 -2.906 -3.679
C: 0.101 -4.247 -3.418
C: 0.717 -4.616 -2.233
C: 1.101 -3.652 -1.313
C: 2.612 -0.122 -1.198
C: 2.344 0.513 -2.412
C: 3.341 1.138 -3.144
C: 4.645 1.151 -2.671
C: 4.927 0.552 -1.455
C: 3.923 -0.065 -0.721
H: 3.100 -2.445 0.400
H: 2.758 -1.124 1.514
H: 1.493 -2.503 2.910
H: 2.204 -3.854 1.978
H: 1.069 -4.841 3.661
H: 1.583 -7.164 4.212
H: 0.748 -9.005 2.788
H: -0.679 -8.488 0.835
H: -1.171 -6.157 0.245
H: -2.700 -4.996 2.434
H: -5.079 -5.067 1.758
H: -5.809 -3.979 -0.334
H: -4.146 -2.836 -1.776
H: -1.783 -2.747 -1.082
H: -0.018 -0.914 -2.954
H: -0.595 -2.599 -4.606
H: -0.200 -5.000 -4.135
H: 0.903 -5.661 -2.019
H: 1.615 -3.972 -0.418
H: 1.344 0.533 -2.811
H: 3.099 1.620 -4.083
H: 5.428 1.631 -3.243
H: 5.939 0.558 -1.072
H: 4.188 -0.504 0.229
C: -1.849 4.093 -0.057
C: -2.735 3.062 0.583
C: -4.104 3.277 0.683
C: -4.897 2.290 1.253
C: -4.321 1.143 1.761
C: -2.928 1.008 1.685
N: -2.186 1.948 1.066
N: -2.155 -0.002 2.196
Si: -2.414 -0.465 3.877
C: -2.410 1.162 4.848
C: -4.009 -1.399 4.284
C: -1.005 -1.560 4.476
H: -2.098 5.085 0.318
H: -2.009 4.093 -1.140
H: -0.804 3.880 0.148
H: -4.531 4.200 0.316
H: -5.970 2.424 1.304
H: -4.922 0.349 2.173
H: -3.338 1.716 4.694
H: -1.587 1.807 4.534
H: -2.306 0.982 5.920
H: -4.873 -1.122 3.684
H: -4.259 -1.199 5.329
H: -3.861 -2.472 4.173
H: -0.115 -0.983 4.736
H: -0.727 -2.300 3.724
H: -1.327 -2.098 5.371
C: 4.919 6.068 0.040
C: 3.726 6.048 -0.872
C: 3.279 7.228 -1.466
C: 2.139 7.252 -2.265
C: 1.442 6.092 -2.495
C: 1.900 4.883 -1.940
N: 1.190 3.720 -2.118
C: 0.344 3.346 -3.117
C: 0.390 3.909 -4.405
C: -0.465 3.465 -5.389
C: -1.379 2.446 -5.124
C: -1.399 1.850 -3.870
C: -0.551 2.276 -2.862
C: -0.549 1.538 -1.559
O: -1.328 0.574 -1.397
O: 0.287 1.867 -0.659
C: 3.044 4.854 -1.110
C: 3.555 3.578 -0.503
H: 5.368 7.058 0.072
H: 5.680 5.354 -0.277
H: 4.625 5.801 1.057
H: 3.829 8.144 -1.292
H: 1.785 8.185 -2.681
H: 0.514 6.103 -3.049
H: 1.144 3.051 -1.316
H: 1.130 4.666 -4.626
H: -0.409 3.902 -6.376
H: -2.054 2.111 -5.899
H: -2.068 1.028 -3.650
H: 2.954 2.707 -0.755
H: 3.594 3.666 0.584
H: 4.572 3.384 -0.848
C: 0.711 0.782 2.352
H: 0.191 0.960 3.291
H: 1.139 1.724 1.999
H: 1.518 0.072 2.534

<S²>: 8.82
HOMO energy (spin up / spin down): -0.306 / -0.359 Ha
Spin multiplicity: 6
Energy relative to the best compared isomer or geometry (same formula, charge and spin): 0.0 kJ/mol
F_max: 0.86 eV/Å
Charge: +1

Atomic partial charges in e from the Löwdin method, atoms 1 to 99: 1.18, -0.42, -0.30, 1.12, -0.40, -0.11, -0.08, -0.08, -0.07, -0.10, -0.40, -0.12, -0.08, -0.08, -0.08, -0.10, 0.99, -0.35, -0.11, -0.07, -0.07, -0.06, -0.13, -0.30, -0.11, -0.07, -0.09, -0.08, -0.08, 0.09, 0.05, 0.04, 0.05, 0.10, 0.11, 0.11, 0.11, 0.10, 0.11, 0.11, 0.10, 0.10, 0.08, 0.08, 0.11, 0.11, 0.11, 0.08, 0.08, 0.11, 0.11, 0.11, 0.09, -0.02, -0.31, -0.04, -0.05, -0.01, -0.47, 0.08, -0.19, 0.44, -0.16, -0.16, -0.17, 0.09, 0.08, 0.06, 0.11, 0.11, 0.09, 0.03, 0.02, 0.03, 0.01, 0.04, 0.02, 0.03, -0.03, 0.04, -0.03, -0.21, 0.00, -0.04, 0.00, -0.15, 0.20, -0.16, 0.01, -0.04, -0.02, 0.02, -0.06, -0.65, -0.07, -0.15, -0.11, 0.00, 0.08